No. 1
{"formula": "C3H8O", "method": "ωB97M-V with the def2-TZVPD basis set", "symbols": ["C", "C", "C", "O", "H", "H", "H", "H", "H", "H", "H", "H"], "xyz": [[1.44392, 0.24148, -0.62991], [-0.08324, 0.21866, -0.57175], [-0.67893, -0.31387, 0.72480], [-2.08653, -0.17414, 0.61978], [1.87661, 0.62474, 0.30110], [1.78828, 0.89825, -1.44046], [1.86681, -0.75217, -0.80988], [-0.46337, 1.23924, -0.69165], [-0.48623, -0.37273, -1.40240], [-0.28854, 0.26790, 1.57645], [-0.39721, -1.36772, 0.88601], [-2.49264, -0.49389, 1.43426]], "forces_ev_per_a": [[0.082, 0.010, 0.004], [-0.105, 0.100, -0.023], [0.472, -0.010, -0.053], [-0.191, -0.109, 0.227], [-0.067, -0.026, -0.095], [-0.097, -0.214, 0.181], [-0.074, 0.096, 0.077], [-0.006, -0.115, -0.032], [0.034, 0.126, 0.091], [-0.070, -0.087, -0.141], [-0.040, 0.170, -0.069], [0.063, 0.058, -0.167]], "lumo_energy_ev": 1.05, "homo_energy_ev": -10.33, "largest_force_ev_per_a": 0.47, "smiles": "CCCO", "homo_lumo_gap_ev": 11.4, "total_charge": 0}


No. 2
{"formula": "C3H8O", "method": "ωB97M-V with the def2-TZVPD basis set", "symbols": ["C", "C", "O", "C", "H", "H", "H", "H", "H", "H", "H", "H"], "xyz": [[-1.80230, 0.12495, 0.01674], [-0.34006, -0.25293, 0.23928], [0.47775, 0.74037, -0.15835], [1.78793, 0.38886, -0.14867], [-1.91172, 0.62247, -0.95221], [-2.40927, -0.78037, 0.01675], [-2.23621, 0.80414, 0.77422], [0.45670, -1.35966, -0.54533], [-0.09909, -0.66447, 1.22623], [1.54740, -0.96340, -0.71360], [2.35107, 1.23261, -0.59378], [2.17781, 0.10741, 0.83872]], "forces_ev_per_a": [[0.166, -0.360, -0.173], [0.322, -1.235, -0.680], [-0.139, 0.314, 0.163], [0.155, -1.369, -0.598], [0.059, -0.186, 0.110], [-0.049, 0.022, -0.045], [0.555, -0.312, -0.103], [-1.855, 1.489, 1.027], [-0.110, 0.127, -0.062], [1.002, 2.445, 0.599], [-0.017, -0.981, -0.082], [-0.089, 0.047, -0.155]], "lumo_energy_ev": 1.09, "homo_energy_ev": -9.40, "largest_force_ev_per_a": 2.71, "homo_lumo_gap_ev": 10.5, "total_charge": 0}


No. 3
{"formula": "C3H8O", "method": "ωB97M-V with the def2-TZVPD basis set", "symbols": ["C", "C", "C", "O", "H", "H", "H", "H", "H", "H", "H", "H"], "xyz": [[-1.49360, 0.13374, 0.00335], [-0.08135, -0.41517, -0.29498], [0.98878, 0.50192, 0.23325], [2.20628, -0.19885, 0.13287], [-1.51230, 0.75988, 0.90829], [-2.21646, -0.66783, 0.13735], [-1.87049, 0.77352, -0.81086], [0.29203, -1.45836, 0.07740], [0.06084, -0.51161, -1.37671], [0.77681, 0.84277, 1.26470], [0.95122, 1.37917, -0.42212], [1.89823, -1.13917, 0.14745]], "forces_ev_per_a": [[-0.004, -0.341, 0.073], [0.160, -0.898, 0.184], [-0.445, 0.291, -0.278], [0.053, -0.741, 0.066], [0.116, -0.334, -0.153], [-0.096, -0.011, 0.012], [0.320, -0.293, 0.160], [-1.873, 1.285, -0.094], [-0.056, 0.086, 0.067], [0.135, -0.269, -0.280], [0.639, 0.158, 0.210], [1.051, 1.066, 0.034]], "lumo_energy_ev": 1.13, "homo_energy_ev": -10.33, "largest_force_ev_per_a": 2.27, "smiles": "CCCO", "homo_lumo_gap_ev": 11.5, "total_charge": 0}


No. 4
{"formula": "C3H8O", "method": "ωB97M-V with the def2-TZVPD basis set", "symbols": ["C", "O", "C", "C", "H", "H", "H", "H", "H", "H", "H", "H"], "xyz": [[-0.63840, 0.10010, 0.78071], [-0.85295, -0.83608, 1.84088], [0.35059, -0.50483, -0.17696], [0.71990, 0.46024, -1.32156], [-1.58792, 0.33567, 0.29388], [-0.19361, 1.01576, 1.19402], [-1.47890, -0.46097, 2.47048], [1.25795, -0.82296, 0.35551], [-0.03350, -1.42593, -0.61391], [0.66073, -0.03446, -2.28325], [0.06278, 1.32988, -1.32471], [1.73333, 0.84359, -1.21509]], "forces_ev_per_a": [[0.292, -0.215, 0.687], [-0.128, 0.070, -0.010], [0.542, -0.272, -0.628], [0.099, 0.048, 0.417], [0.041, 0.091, -0.154], [-0.207, 0.088, -0.108], [0.095, -0.036, -0.115], [-0.281, 0.234, 0.092], [-0.317, -0.036, 0.138], [-0.065, 0.021, -0.200], [-0.115, -0.004, -0.151], [0.045, 0.012, 0.031]], "lumo_energy_ev": 1.03, "homo_energy_ev": -10.32, "largest_force_ev_per_a": 0.87, "smiles": "CCCO", "homo_lumo_gap_ev": 11.4, "total_charge": 0}


No. 5
{"formula": "C3H8O2", "method": "ωB97M-V with the def2-TZVPD basis set", "symbols": ["O", "C", "C", "C", "O", "H", "H", "H", "H", "H", "H", "H", "H"], "xyz": [[0.89164, 0.22842, 1.18134], [1.33412, -0.12850, -0.11889], [0.18514, -0.02073, -1.08437], [-0.84042, 0.80723, -0.91161], [-1.94131, -0.79314, 1.32708], [1.65867, 0.26674, 1.76467], [1.74226, -1.15066, -0.13398], [2.13979, 0.54744, -0.44670], [-1.70828, -1.03472, 0.42256], [0.23145, -0.66967, -1.95736], [-0.90060, 1.45411, -0.04157], [-1.66611, 0.84964, -1.61585], [-1.12636, -0.35616, 1.61469]], "forces_ev_per_a": [[0.197, 0.079, 0.215], [0.114, -0.077, -0.327], [-0.132, 0.148, -0.031], [0.146, -0.047, -0.109], [0.177, -0.076, 0.045], [-0.163, 0.006, -0.055], [-0.136, 0.153, 0.047], [-0.083, -0.117, 0.053], [-0.192, -0.002, 0.094], [0.015, 0.120, 0.088], [-0.006, -0.109, -0.125], [0.165, -0.011, 0.042], [-0.103, -0.068, 0.063]], "lumo_energy_ev": 0.60, "homo_energy_ev": -9.88, "largest_force_ev_per_a": 0.35, "smiles": "C=CCO.O", "homo_lumo_gap_ev": 10.5, "total_charge": 0}


No. 6
{"formula": "C3H8O2", "method": "ωB97M-V with the def2-TZVPD basis set", "symbols": ["C", "C", "O", "C", "H", "H", "H", "H", "H", "H", "H", "H", "O"], "xyz": [[1.04582, -0.65765, 1.79532], [0.82979, -0.30982, 0.52221], [-0.11398, -0.92836, -0.25379], [1.68913, 0.65415, -0.24983], [1.94711, -0.33626, 2.29545], [0.26120, -1.20009, 2.30265], [-0.30525, -1.75883, 0.19573], [1.55898, 1.68696, 0.06275], [1.49293, 0.55383, -1.30988], [2.71266, 0.32007, -0.11183], [-3.78007, 0.76666, -0.97350], [-4.01318, 0.50274, -2.45730], [-3.32514, 0.70661, -1.81798]], "forces_ev_per_a": [[-0.362, 0.372, -0.593], [0.642, -0.269, 0.011], [-0.035, 0.242, 0.257], [-0.098, -0.617, -0.065], [-0.251, 0.176, 0.237], [0.294, -0.385, 0.263], [-0.329, 0.022, -0.103], [0.061, -0.027, 0.045], [-0.209, 0.136, -0.182], [0.296, 0.343, 0.143], [0.005, -0.004, 0.030], [-0.025, -0.001, -0.015], [0.011, 0.012, -0.027]], "lumo_energy_ev": 0.86, "homo_energy_ev": -8.68, "largest_force_ev_per_a": 0.79, "smiles": "C=C(C)O.O", "homo_lumo_gap_ev": 9.5, "total_charge": 0}


No. 7
{"formula": "C3H8O2", "method": "ωB97M-V with the def2-TZVPD basis set", "symbols": ["C", "C", "O", "C", "H", "H", "H", "H", "H", "H", "H", "H", "O"], "xyz": [[-0.21605, -1.61056, 0.75362], [-0.15218, -0.28611, 0.73235], [-0.48832, 0.45165, -0.39450], [0.36016, 0.57984, 1.84835], [0.05606, -2.11971, 1.65840], [-0.54171, -2.16521, -0.12774], [-1.37720, 0.20188, -0.68212], [0.69352, -0.01761, 2.67533], [1.14747, 1.21422, 1.43924], [-0.41731, 1.28627, 2.14228], [0.15279, 0.31357, -3.91562], [0.18122, 1.09713, -2.63166], [0.60156, 1.05464, -3.49793]], "forces_ev_per_a": [[-0.247, 0.273, -0.367], [0.260, -0.029, 0.095], [-0.419, 0.173, 0.013], [-0.458, 0.337, -1.069], [0.025, -0.300, 0.093], [0.099, 0.052, 0.349], [0.290, -0.098, 0.030], [0.221, -0.092, 0.378], [0.283, -0.150, 0.168], [-0.109, -0.140, 0.222], [0.100, -0.012, -0.151], [0.191, 0.075, 0.200], [-0.235, -0.088, 0.038]], "lumo_energy_ev": 0.60, "homo_energy_ev": -9.44, "largest_force_ev_per_a": 1.21, "smiles": "C=C(C)O.O", "homo_lumo_gap_ev": 10.0, "total_charge": 0}


No. 8
{"formula": "C3H8O2", "method": "ωB97M-V with the def2-TZVPD basis set", "symbols": ["C", "O", "C", "C", "O", "H", "H", "H", "H", "H", "H", "H", "H"], "xyz": [[0.63988, -0.36518, 1.24250], [2.05905, -0.14975, 1.26519], [0.14811, 0.02719, -0.13379], [-1.37051, 0.10196, -0.46209], [-1.59107, 0.42636, -1.81500], [0.56316, -1.45481, 1.38968], [0.22052, 0.22734, 2.05107], [2.52235, -0.81321, 0.79707], [0.61129, 0.99197, -0.36811], [0.45975, -0.65572, -0.94090], [-1.92614, -0.84508, -0.36676], [-1.77834, 0.81482, 0.26773], [-0.76405, 0.61608, -2.26374]], "forces_ev_per_a": [[1.270, -1.343, -0.980], [-0.477, 1.808, 1.243], [-1.161, -0.243, -1.480], [0.498, -0.319, 1.093], [-0.164, 0.595, -0.255], [-0.918, 0.403, 0.359], [-0.122, -0.130, -0.005], [0.409, -1.125, -0.788], [-0.241, 0.086, 0.036], [0.755, -0.165, 0.583], [0.539, 0.089, 0.644], [-0.493, 0.214, -0.569], [0.106, 0.130, 0.120]], "lumo_energy_ev": 0.91, "homo_energy_ev": -10.30, "largest_force_ev_per_a": 2.25, "smiles": "OCCCO", "homo_lumo_gap_ev": 11.2, "total_charge": 0}